(1)
{
  "formula": "C12H21GeN4ReS2",
  "method": "ωB97M-V with the def2-TZVPD basis set",
  "s2": 0.759,
  "orbital_gap_ev": [7.221, 7.169],
  "charge": 3,
  "total_energy_ha": -3639.38551,
  "spin_multiplicity": 2,
  "lumo_energy_ev": [-10.0218, -10.2637],
  "species": ["Re", "N", "N", "C", "N", "S", "H", "H", "H", "H", "H", "S", "C", "N", "C", "C", "C", "C", "C", "C", "H", "H", "H", "H", "H", "C", "Ge", "C", "C", "C", "H", "H", "H", "H", "H", "H", "H", "H", "H", "H", "H"],
  "xyz": [[0.007, 0.292, 0.188], [-1.908, 1.269, 0.278], [-2.039, 2.545, -0.354], [-1.045, 2.988, -1.121], [-1.133, 4.135, -1.741], [0.409, 2.011, -1.266], [-2.566, 0.631, -0.177], [-2.217, 1.373, 1.247], [-2.914, 3.037, -0.217], [-1.946, 4.737, -1.691], [-0.369, 4.453, -2.325], [2.450, -0.028, 4.005], [1.780, 0.510, 2.565], [0.883, -0.292, 1.998], [0.698, -1.456, 2.765], [-0.174, -2.511, 2.497], [-0.218, -3.557, 3.394], [0.587, -3.569, 4.543], [1.450, -2.531, 4.819], [1.493, -1.471, 3.913], [2.068, 1.462, 2.135], [-0.816, -2.504, 1.626], [-0.890, -4.385, 3.215], [0.519, -4.402, 5.229], [2.069, -2.537, 5.706], [3.207, -1.538, -2.904], [2.734, -3.107, -1.914], [1.919, -4.608, -2.771], [3.123, -3.181, -0.038], [-0.366, -1.131, -0.931], [4.257, -1.637, -3.203], [3.126, -0.648, -2.282], [2.611, -1.441, -3.810], [2.723, -5.286, -3.083], [1.369, -4.309, -3.662], [1.278, -5.151, -2.079], [4.061, -3.731, 0.091], [2.345, -3.727, 0.495], [3.254, -2.184, 0.378], [-1.093, -1.908, -0.673], [0.012, -1.175, -1.954]],
  "forces_ev_per_angstrom": [[-0.642, -0.064, -0.080], [-0.011, 0.063, -0.115], [0.078, -0.093, 0.016], [-0.024, 0.033, 0.034], [0.011, -0.039, -0.063], [0.037, 0.042, 0.275], [-0.050, 0.006, 0.079], [0.063, 0.036, 0.009], [-0.013, -0.005, -0.062], [-0.002, -0.002, -0.009], [0.006, 0.015, 0.022], [-0.013, 0.007, -0.029], [0.014, -0.007, 0.049], [0.280, 0.084, -0.136], [-0.002, -0.035, -0.001], [-0.007, -0.007, 0.025], [-0.002, 0.007, -0.019], [0.013, 0.003, 0.010], [0.001, -0.013, -0.009], [-0.018, 0.008, -0.006], [0.008, -0.001, -0.005], [0.013, -0.005, -0.012], [-0.015, 0.008, 0.006], [0.011, -0.005, -0.003], [-0.010, 0.008, 0.011], [-0.005, -0.019, 0.002], [0.054, -0.128, -0.057], [0.008, 0.019, 0.016], [0.001, 0.017, -0.014], [0.148, 0.102, 0.092], [-0.001, -0.013, 0.005], [0.025, -0.002, -0.004], [0.006, -0.015, -0.006], [0.006, 0.008, 0.001], [0.018, 0.006, -0.010], [0.013, -0.013, 0.001], [-0.005, -0.012, -0.014], [0.004, -0.011, -0.005], [0.016, -0.001, -0.006], [-0.060, 0.048, -0.007], [0.047, -0.032, 0.019]]
}

***

(2)
{
  "formula": "C6H8O6Pt",
  "method": "ωB97M-V with the def2-TZVPD basis set",
  "s2": 3.760,
  "orbital_gap_ev": [7.605, 4.856],
  "charge": 1,
  "total_energy_ha": -803.51417,
  "spin_multiplicity": 4,
  "lumo_energy_ev": [-5.0686, -8.6241],
  "species": ["H", "O", "C", "C", "C", "C", "O", "C", "O", "O", "H", "H", "H", "H", "H", "H", "H", "O", "C", "O", "Pt"],
  "xyz": [[-0.472, -0.565, 0.390], [0.741, -0.192, -1.821], [0.316, -0.027, -0.561], [1.036, -0.682, 0.555], [1.242, -2.176, 0.580], [0.823, -2.861, 1.873], [1.622, -2.362, 2.953], [1.456, -2.932, 4.132], [0.710, -3.848, 4.381], [2.164, -2.258, 5.032], [-0.181, 0.952, -0.412], [1.818, -0.071, 1.016], [2.292, -2.420, 0.368], [0.630, -2.643, -0.208], [0.980, -3.945, 1.797], [-0.236, -2.675, 2.100], [2.049, -2.664, 5.900], [-1.259, 0.794, -2.597], [-0.232, 0.386, -3.114], [-0.134, 0.011, -4.282], [-1.884, 0.170, -4.479]],
  "forces_ev_per_angstrom": [[0.290, 0.119, -2.059], [-0.109, -0.652, -1.064], [-2.376, 1.738, -0.565], [2.427, -1.088, 0.590], [-0.523, 0.053, -0.070], [-0.082, -0.563, 0.759], [0.357, 0.704, -1.255], [-1.203, -0.627, 1.314], [0.465, 0.252, -0.468], [0.479, 0.230, -0.172], [0.078, -0.296, 0.081], [0.023, 0.052, -0.143], [-0.126, 0.281, 0.092], [0.168, 0.171, 0.109], [-0.156, 0.265, -0.089], [0.204, -0.115, -0.049], [-0.122, -0.161, -0.038], [1.077, 1.502, 2.188], [-0.004, -0.778, 4.576], [10.210, -0.984, 1.201], [-11.077, -0.103, -4.936]]
}

***

(3)
{
  "formula": "C36H28Br2N2OOsP2Se",
  "method": "ωB97M-V with the def2-TZVPD basis set",
  "s2": 6.084,
  "orbital_gap_ev": [6.393, 4.333],
  "charge": 2,
  "total_energy_ha": -9895.64004,
  "spin_multiplicity": 5,
  "lumo_energy_ev": [-6.4652, -8.5243],
  "species": ["Os", "C", "C", "C", "C", "C", "C", "Br", "C", "C", "Br", "C", "O", "C", "N", "H", "H", "H", "H", "H", "H", "C", "P", "C", "C", "C", "C", "C", "C", "C", "C", "C", "C", "C", "C", "P", "C", "C", "C", "C", "C", "C", "C", "C", "C", "C", "C", "C", "H", "H", "H", "H", "H", "H", "H", "H", "H", "H", "H", "H", "H", "H", "H", "H", "H", "H", "H", "H", "H", "H", "Se", "C", "N"],
  "xyz": [[-2.236, -0.597, -1.289], [-1.600, 1.629, -3.535], [-1.931, 2.248, -2.219], [-2.053, 3.639, -2.085], [-2.487, 4.193, -0.913], [-2.809, 3.359, 0.173], [-3.353, 3.820, 1.424], [-3.602, 5.635, 1.713], [-3.702, 2.938, 2.432], [-3.499, 1.580, 2.282], [-3.973, 0.395, 3.620], [-2.925, 1.044, 1.079], [-2.719, -0.180, 0.918], [-2.619, 1.991, 0.007], [-2.181, 1.459, -1.168], [-1.120, 2.352, -4.191], [-2.522, 1.295, -4.018], [-0.946, 0.764, -3.426], [-1.827, 4.262, -2.939], [-2.599, 5.265, -0.820], [-4.131, 3.314, 3.350], [1.090, -1.143, 0.611], [-0.020, -1.408, -0.801], [-0.700, -3.066, -0.592], [-1.920, -3.287, -1.234], [-2.608, -4.482, -1.106], [-2.047, -5.489, -0.334], [-0.836, -5.283, 0.318], [-0.167, -4.072, 0.205], [1.048, -1.429, -2.258], [1.486, -0.220, -2.802], [2.318, -0.221, -3.909], [2.709, -1.425, -4.481], [2.278, -2.628, -3.941], [1.446, -2.636, -2.832], [1.999, 0.489, 0.611], [3.464, -0.025, 1.590], [3.920, 0.752, 2.654], [5.071, 0.396, 3.342], [5.788, -0.731, 2.973], [5.361, -1.492, 1.894], [4.214, -1.135, 1.202], [1.068, 1.452, 1.853], [0.631, 0.927, 3.071], [0.145, 1.762, 4.063], [0.114, 3.138, 3.860], [0.536, 3.671, 2.651], [0.998, 2.828, 1.646], [1.855, -1.906, 0.448], [0.575, -1.354, 1.550], [-2.351, -2.550, -1.945], [-3.552, -4.634, -1.610], [-2.558, -6.437, -0.237], [-0.410, -6.072, 0.922], [0.765, -3.927, 0.735], [1.216, 0.718, -2.333], [2.670, 0.715, -4.322], [3.356, -1.425, -5.348], [2.588, -3.564, -4.385], [1.112, -3.579, -2.418], [3.383, 1.643, 2.954], [5.407, 1.004, 4.172], [6.685, -1.006, 3.510], [5.927, -2.360, 1.584], [3.933, -1.720, 0.333], [0.717, -0.135, 3.271], [-0.173, 1.346, 5.011], [-0.223, 3.793, 4.653], [0.536, 4.743, 2.500], [1.365, 3.245, 0.715], [-6.445, -0.906, -3.568], [-4.983, -0.712, -2.719], [-3.950, -0.566, -2.122]],
  "forces_ev_per_angstrom": [[-0.126, -0.052, 0.154], [0.014, 0.025, 0.000], [0.017, 0.003, 0.042], [-0.023, 0.011, 0.004], [0.037, 0.029, -0.016], [-0.008, -0.018, 0.042], [0.073, 0.041, 0.041], [0.000, -0.005, -0.012], [0.062, -0.007, -0.013], [0.074, -0.026, 0.048], [0.041, 0.000, 0.010], [0.008, 0.060, 0.011], [-0.098, -0.099, -0.049], [-0.020, -0.013, 0.027], [0.004, -0.084, -0.030], [0.005, -0.002, 0.003], [0.001, -0.001, 0.005], [0.022, -0.029, 0.005], [0.015, -0.002, 0.002], [-0.007, -0.003, -0.009], [0.001, 0.010, -0.003], [-0.120, 0.104, 0.006], [0.581, -0.142, -0.004], [0.019, -0.034, -0.037], [-0.064, 0.265, 0.206], [-0.072, 0.019, 0.050], [0.009, 0.008, 0.001], [-0.004, 0.017, 0.001], [-0.024, -0.031, 0.027], [-0.130, -0.003, -0.083], [0.030, 0.020, 0.046], [0.004, -0.015, -0.006], [0.009, 0.001, 0.006], [-0.004, -0.011, 0.000], [-0.016, -0.014, 0.009], [-0.015, 0.002, -0.101], [0.032, 0.062, 0.018], [-0.039, -0.040, -0.003], [0.013, -0.004, -0.003], [0.010, 0.029, 0.008], [-0.016, -0.009, -0.026], [0.018, 0.025, -0.050], [0.032, -0.084, 0.073], [-0.037, 0.008, -0.033], [-0.035, -0.013, -0.020], [-0.081, 0.002, 0.003], [-0.082, 0.033, -0.037], [0.028, 0.031, -0.003], [0.014, -0.062, 0.118], [-0.026, -0.009, -0.054], [0.104, 0.005, -0.329], [-0.004, 0.011, 0.004], [0.006, -0.004, -0.004], [-0.005, -0.007, -0.005], [0.002, 0.021, -0.005], [-0.019, 0.010, -0.032], [-0.004, 0.003, 0.007], [0.002, 0.001, 0.001], [-0.001, 0.000, 0.001], [-0.008, -0.001, -0.015], [-0.030, -0.005, 0.031], [0.005, 0.009, -0.008], [-0.008, -0.007, 0.010], [-0.001, 0.004, -0.007], [-0.031, -0.022, -0.011], [0.002, 0.022, 0.022], [0.002, 0.003, 0.006], [-0.003, 0.001, -0.007], [-0.018, 0.004, -0.006], [-0.005, 0.007, 0.007], [-0.007, 0.003, 0.009], [0.036, 0.007, -0.005], [-0.144, -0.057, -0.036]]
}

***

- Among the records above, which one has the lowest charge?
  C6H8O6Pt